{"formula": "C39H70ClIN2O16P", "method": "the ωB97M-V functional and the def2-TZVPD basis", "gap_ha": 0.2534, "e_homo_ha": -0.4076, "charge": 1, "symbols": ["C", "C", "O", "P", "O", "C", "C", "C", "C", "N", "C", "C", "C", "C", "C", "O", "O", "Cl", "C", "C", "C", "C", "C", "O", "C", "N", "I", "O", "C", "C", "H", "H", "H", "H", "H", "H", "H", "H", "H", "H", "H", "H", "H", "H", "H", "H", "H", "H", "H", "H", "H", "H", "H", "H", "H", "H", "H", "H", "H", "H", "O", "C", "O", "C", "C", "C", "H", "H", "H", "H", "H", "H", "H", "H", "O", "C", "O", "C", "C", "C", "H", "H", "H", "H", "H", "H", "H", "H", "O", "C", "O", "C", "C", "C", "H", "H", "H", "H", "H", "H", "H", "H", "O", "C", "O", "C", "C", "C", "H", "H", "H", "H", "H", "H", "H", "H", "O", "C", "O", "C", "C", "C", "H", "H", "H", "H", "H", "H", "H", "H"], "positions_angstrom": [[2.468, -0.177, -0.587], [1.493, -1.107, -1.354], [2.255, -2.093, -2.105], [1.356, -3.292, -2.721], [1.762, -3.472, -4.119], [1.633, -4.903, -1.879], [2.919, -4.919, -0.961], [2.472, -5.413, 0.399], [2.046, -4.490, 1.396], [2.088, -3.119, 1.101], [3.116, -2.489, 1.597], [2.931, -1.356, 2.588], [4.559, -2.806, 1.215], [1.596, -4.979, 2.614], [1.109, -3.978, 3.655], [1.915, -3.535, 4.435], [-0.195, -3.533, 3.747], [-1.227, -4.635, 2.951], [1.583, -6.367, 2.874], [1.081, -7.050, 4.141], [1.485, -6.383, 5.477], [2.979, -6.051, 5.591], [3.299, -5.099, 6.811], [2.142, -4.760, 7.578], [2.034, -7.191, 1.875], [2.463, -6.718, 0.686], [3.063, -8.133, -0.695], [-0.200, -2.834, -2.726], [-0.939, -3.226, -1.540], [-1.919, -2.064, -1.200], [2.243, -0.159, 0.486], [3.519, -0.482, -0.721], [2.403, 0.850, -0.941], [0.964, -0.477, -2.079], [0.828, -1.541, -0.601], [0.747, -5.250, -1.324], [1.778, -5.640, -2.680], [3.364, -3.924, -0.913], [3.669, -5.588, -1.407], [3.380, -1.662, 3.547], [3.463, -0.446, 2.268], [1.860, -1.155, 2.707], [5.285, -2.255, 1.817], [4.735, -3.893, 1.223], [4.640, -2.493, 0.159], [-0.006, -7.215, 4.075], [1.521, -8.063, 4.144], [1.232, -7.094, 6.276], [0.825, -5.517, 5.625], [3.533, -6.978, 5.810], [3.403, -5.561, 4.706], [3.982, -5.581, 7.519], [3.712, -4.146, 6.444], [1.633, -4.098, 7.097], [2.046, -8.266, 2.039], [-0.306, -3.358, -0.648], [-1.498, -4.150, -1.750], [-1.848, -1.304, -1.990], [-1.642, -1.558, -0.265], [-2.952, -2.434, -1.157], [2.138, 2.507, 0.342], [1.598, 2.771, 1.381], [1.581, 1.850, 2.365], [1.089, 2.104, 3.687], [-0.420, 1.980, 3.752], [0.869, 4.078, 1.576], [1.448, 3.067, 4.053], [1.541, 1.343, 4.323], [-0.914, 2.708, 3.108], [-0.773, 2.131, 4.773], [-0.735, 0.994, 3.410], [-0.106, 4.011, 1.092], [1.452, 4.866, 1.104], [0.736, 4.366, 2.615], [-2.912, 0.891, 0.840], [-3.774, 1.313, 0.111], [-3.762, 0.965, -1.188], [-4.806, 1.285, -2.115], [-4.663, 2.697, -2.649], [-4.813, 2.284, 0.603], [-5.786, 1.101, -1.672], [-4.698, 0.577, -2.936], [-4.738, 3.441, -1.854], [-5.438, 2.907, -3.388], [-3.685, 2.827, -3.114], [-4.373, 3.281, 0.642], [-5.118, 1.984, 1.604], [-5.716, 2.315, -0.001], [-4.474, 5.890, 0.121], [-4.427, 6.635, -0.825], [-5.281, 6.442, -1.844], [-5.418, 7.337, -2.953], [-4.352, 7.091, -4.002], [-3.380, 7.717, -0.919], [-5.439, 8.370, -2.613], [-6.398, 7.130, -3.382], [-3.351, 7.261, -3.606], [-4.499, 7.749, -4.859], [-4.387, 6.054, -4.341], [-2.439, 7.261, -1.231], [-3.256, 8.155, 0.071], [-3.626, 8.544, -1.591], [-4.475, 10.226, -1.810], [-5.060, 11.230, -1.488], [-6.048, 11.149, -0.591], [-6.715, 12.285, -0.026], [-7.800, 12.808, -0.944], [-4.748, 12.556, -2.135], [-5.993, 13.055, 0.253], [-7.165, 11.932, 0.900], [-7.395, 13.148, -1.897], [-8.326, 13.642, -0.478], [-8.517, 12.018, -1.169], [-5.233, 12.593, -3.110], [-3.670, 12.626, -2.268], [-5.048, 13.421, -1.550], [5.755, -6.316, -2.295], [6.042, -6.963, -3.272], [7.302, -7.373, -3.437], [7.729, -8.261, -4.480], [7.964, -7.521, -5.781], [5.021, -7.244, -4.348], [7.028, -9.091, -4.589], [8.667, -8.691, -4.135], [7.052, -7.050, -6.149], [8.332, -8.203, -6.547], [8.694, -6.725, -5.635], [4.913, -6.357, -4.972], [4.067, -7.461, -3.869], [5.257, -8.099, -4.976]], "lowdin_charge": [-0.051, -0.235, -0.197, 0.514, -0.268, -0.169, -0.166, -0.205, -0.152, 0.154, -0.309, -0.028, 0.016, -0.049, -0.492, 0.139, -0.363, 0.799, -0.147, -0.127, -0.186, -0.159, -0.225, -0.083, -0.111, -0.368, 1.176, -0.198, -0.281, -0.057, 0.041, 0.086, 0.058, 0.129, 0.084, 0.087, 0.086, 0.090, 0.037, 0.101, 0.096, 0.090, 0.094, 0.093, 0.097, 0.119, 0.122, 0.131, 0.099, 0.116, 0.097, 0.117, 0.109, 0.075, 0.112, 0.082, 0.119, 0.083, 0.069, 0.078, 0.090, -0.505, -0.020, -0.231, -0.057, 0.022, 0.116, 0.116, 0.070, 0.085, 0.081, 0.101, 0.094, 0.070, 0.081, -0.527, -0.012, -0.228, -0.061, 0.020, 0.117, 0.121, 0.061, 0.085, 0.086, 0.085, 0.093, 0.073, 0.079, -0.520, -0.004, -0.221, -0.058, 0.008, 0.093, 0.123, 0.070, 0.083, 0.076, 0.096, 0.094, 0.034, 0.065, -0.496, 0.016, -0.224, -0.063, 0.021, 0.117, 0.125, 0.067, 0.085, 0.086, 0.101, 0.095, 0.071, 0.048, -0.536, 0.012, -0.223, -0.060, 0.019, 0.115, 0.125, 0.069, 0.087, 0.088, 0.109, 0.062, 0.072]}